Molecular formula: C34H57HoN3O2SSi
Method: DFT, the ωB97M-V functional and the def2-TZVPD basis

```
99
Properties=species:S:1:pos:R:3:forces:R:3
O -1.894 -1.778 -0.803 -0.36 -2.14 0.08
O -1.025 -2.809 -5.119 0.10 -0.05 0.59
C -2.462 -3.194 -0.541 0.39 1.19 -0.28
C -3.735 -3.038 0.247 -0.09 0.08 0.37
H -1.680 -3.772 -0.008 -0.41 0.68 -0.36
H -2.634 -3.645 -1.524 0.25 0.11 0.28
H -3.529 -2.587 1.221 -0.04 0.00 -0.07
H -4.210 -4.001 0.423 0.12 -0.21 0.00
H -4.478 -2.430 -0.275 0.19 0.02 0.12
C -2.606 -0.978 -1.793 -0.71 0.18 0.17
C -3.516 -1.755 -2.712 0.21 -0.51 -0.35
H -1.855 -0.425 -2.387 -0.12 -0.22 0.17
H -3.165 -0.263 -1.205 -0.22 0.36 -0.06
H -2.899 -2.312 -3.413 -0.12 -0.19 -0.23
H -4.162 -1.095 -3.282 0.12 0.33 -0.04
H -4.188 -2.447 -2.196 0.20 0.27 -0.12
C -0.559 -1.608 -5.683 -0.45 0.34 -0.38
C -0.189 -3.946 -5.207 -0.12 -0.30 -0.24
C -1.729 -0.982 -6.423 -0.13 0.32 -0.23
H 0.278 -1.774 -6.376 -0.08 -0.05 0.22
H -0.242 -0.924 -4.881 0.25 -0.07 -0.08
H -2.110 -1.660 -7.201 0.19 0.18 0.22
H -1.421 -0.039 -6.898 -0.15 -0.23 0.14
H -2.559 -0.773 -5.731 0.28 -0.04 -0.19
C -0.713 -4.860 -6.304 0.24 -0.29 0.04
H -0.242 -4.457 -4.235 0.15 0.08 -0.18
H 0.859 -3.669 -5.416 -0.25 0.01 0.22
H -1.789 -5.030 -6.166 0.31 0.02 -0.06
H -0.185 -5.823 -6.255 -0.19 0.17 -0.13
H -0.539 -4.423 -7.295 -0.11 -0.07 0.19
H 0.885 -2.636 -0.723 -1.30 -0.01 -0.21
N 0.649 -0.470 2.051 -0.32 -0.15 -0.23
C 1.821 -0.112 2.593 -0.37 0.01 0.05
C 2.825 0.551 1.887 -0.02 -0.55 0.07
C 2.663 1.254 0.687 -0.72 0.29 -0.43
C 2.051 -0.421 4.045 0.58 -0.05 0.28
H 1.892 -1.486 4.256 -0.10 0.21 -0.01
H 1.399 0.168 4.713 0.15 -0.25 -0.38
H 3.091 -0.178 4.294 -0.29 -0.07 0.06
C 3.839 2.075 0.194 0.25 0.20 0.23
H 3.744 3.136 0.488 -0.03 -0.42 -0.21
H 3.921 2.034 -0.898 -0.13 0.07 0.19
H 4.783 1.713 0.625 -0.38 0.02 -0.08
N 1.495 1.299 0.025 -0.21 -0.57 0.82
C -0.432 -0.985 2.857 0.55 0.00 0.37
C -0.670 -2.377 2.875 -0.37 0.64 -0.14
C 0.238 -3.340 2.174 0.33 -0.60 -0.04
C -1.791 -2.845 3.555 -0.12 0.05 0.17
H -1.995 -3.916 3.532 -0.05 0.27 0.13
C -2.603 -1.969 4.273 -0.01 0.02 0.05
H -3.471 -2.345 4.811 0.19 0.03 -0.10
C -2.298 -0.609 4.331 -0.03 -0.15 0.01
H -2.891 0.088 4.929 0.05 -0.36 -0.18
C -1.214 -0.097 3.629 -0.03 -0.23 -0.52
C -0.946 1.377 3.655 0.09 0.50 0.30
C 1.238 2.479 -0.730 0.71 0.34 -0.82
C 1.238 2.367 -2.131 -0.16 0.16 0.53
C 1.479 1.017 -2.752 0.21 -0.15 -0.14
C 1.023 3.505 -2.899 -0.06 0.15 -0.12
H 1.014 3.412 -3.989 -0.01 0.13 0.33
C 0.833 4.742 -2.287 -0.17 -0.07 0.09
H 0.623 5.621 -2.890 0.14 -0.12 0.06
C 0.866 4.853 -0.896 -0.04 -0.02 -0.05
H 0.716 5.821 -0.401 0.07 -0.37 -0.32
C 1.081 3.734 -0.095 0.04 -0.64 -0.47
C 1.128 3.842 1.397 -0.10 0.25 0.52
Ho -0.372 -0.324 0.062 1.63 1.21 0.62
H -0.097 -3.550 1.146 0.24 0.09 0.20
H 0.224 -4.311 2.697 0.01 0.35 -0.20
H 1.281 -2.997 2.137 -0.35 -0.05 -0.01
H 0.073 1.652 3.361 -0.24 -0.17 0.01
H -1.104 1.763 4.675 -0.02 -0.09 -0.35
H -1.639 1.915 2.990 0.15 -0.12 0.16
H 1.843 1.107 -3.785 -0.30 -0.07 0.24
H 0.554 0.403 -2.771 0.15 0.09 -0.12
H 2.234 0.447 -2.192 -0.20 0.18 -0.13
H 0.283 3.296 1.848 0.31 0.12 -0.12
H 1.045 4.896 1.703 -0.01 -0.34 -0.09
H 2.062 3.449 1.835 -0.44 0.10 -0.16
H 3.800 0.593 2.354 -0.07 0.10 0.02
C 0.815 -3.009 -1.776 -1.55 0.77 0.16
Si 2.654 -3.059 -1.771 0.05 -0.29 0.21
H 0.175 -3.928 -1.846 0.96 0.67 0.38
H 0.353 -2.303 -2.497 0.25 0.06 0.63
C 2.824 -4.890 -1.531 0.88 -0.08 -0.36
C 3.411 -2.253 -0.241 -0.02 0.12 0.15
C 3.288 -2.133 -3.250 0.33 -0.49 -0.24
H 2.520 -2.047 -4.036 0.41 -0.10 0.19
H 4.129 -2.756 -3.597 -0.07 0.60 -0.35
H 3.637 -1.128 -2.966 0.02 -0.44 -0.19
H 2.332 -5.200 -0.588 0.32 0.20 -0.42
H 3.908 -5.080 -1.485 -0.39 -0.64 0.05
H 2.347 -5.413 -2.376 0.36 -0.02 0.34
H 2.847 -2.319 0.700 -0.03 -0.17 -0.25
H 3.658 -1.192 -0.355 0.00 -0.15 -0.13
H 4.351 -2.794 -0.064 -0.03 0.18 0.02
S -3.427 3.345 0.948 -0.18 0.43 0.00
C -2.405 2.293 0.390 1.17 -1.73 -0.34
N -1.647 1.419 0.032 -1.13 1.15 0.45
```
Positions in Å, forces in eV/Å.

- ΔE to the lowest compared entry with this formula, charge and spin (eV) = 0.000
- largest force on an atom (eV/A) = 2.2
- multiplicity = 5
- energy (eV) = -89256.5954
- frontier orbital gap (spin up / spin down) (eV) = 7.8 / 8.0
- total charge = +1



Molecular formula: C24H90N6O18
Method: DFT, the ωB97M-V functional and the def2-TZVPD basis

```
138
Properties=species:S:1:pos:R:3:forces:R:3
C -0.393 -13.138 12.057 0.38 0.71 -0.36
C -1.787 -13.224 12.610 -0.21 0.14 0.05
C -2.218 -11.994 13.431 0.19 -0.78 0.10
O -1.517 -11.840 14.644 1.07 1.88 -1.41
C -1.618 -12.771 15.648 -1.17 -0.84 0.46
N -2.687 -13.487 11.487 -0.56 0.10 0.19
H 0.352 -12.817 12.784 -0.04 -0.36 0.13
H -0.387 -12.370 11.283 0.01 0.33 0.02
H -0.096 -14.038 11.520 0.11 -0.23 0.44
H -1.886 -14.109 13.238 0.19 0.05 0.43
H -3.291 -12.062 13.615 -0.33 -0.12 0.13
H -2.071 -11.092 12.838 0.21 0.15 0.07
H -2.054 -12.292 16.525 0.11 0.00 0.23
H -0.660 -13.220 15.913 0.04 0.00 -0.15
H -2.329 -13.534 15.330 0.07 -0.51 0.30
H -3.636 -13.348 11.805 -0.37 -0.21 -0.02
H -2.582 -12.875 10.691 0.41 0.31 -0.04
C -2.246 -16.178 8.233 1.20 -1.15 -0.75
C -1.241 -17.313 8.734 -0.58 2.41 0.59
C 0.098 -16.720 9.332 -1.13 -1.35 1.24
O 0.910 -16.225 8.364 2.49 1.84 -2.32
C 2.287 -15.861 8.757 -1.34 0.00 -0.32
N -1.970 -18.077 9.724 0.51 -0.99 0.71
H -2.669 -15.471 8.947 0.83 0.11 0.56
H -3.152 -16.680 7.892 0.18 -0.22 -0.54
H -1.749 -15.679 7.401 -0.41 0.41 -0.13
H -0.912 -17.936 7.902 -0.28 0.03 -0.22
H 0.654 -17.514 9.829 -0.30 -0.47 0.48
H -0.078 -15.944 10.077 -0.49 0.07 0.47
H 2.294 -15.208 9.630 -0.18 -0.46 0.56
H 2.747 -15.221 8.003 -0.40 -0.31 -0.52
H 2.906 -16.753 8.843 -0.09 -0.03 0.42
H -1.802 -17.707 10.649 0.41 -0.19 -0.05
H -2.969 -18.002 9.601 -0.05 -0.15 -0.39
C 0.959 -15.460 14.559 -0.32 -0.62 -0.36
C 1.266 -16.978 14.580 -0.70 0.78 0.40
C 0.656 -17.762 13.434 -1.57 -0.13 0.47
O 0.740 -19.160 13.705 -0.42 -0.21 -0.50
C -0.295 -19.902 13.058 -0.07 -0.38 -0.06
N 2.669 -17.104 14.576 2.57 0.03 -0.88
H -0.104 -15.271 14.707 -0.06 0.02 -0.04
H 1.256 -15.035 13.600 -0.01 0.04 -0.14
H 1.520 -14.938 15.334 0.03 -0.19 0.09
H 0.972 -17.329 15.570 -0.78 -0.46 -0.22
H 1.084 -17.545 12.455 0.59 0.22 -0.04
H -0.388 -17.470 13.323 -0.40 -0.07 0.09
H -1.286 -19.702 13.466 -0.04 0.30 0.33
H -0.132 -20.975 13.155 0.40 0.09 0.44
H -0.397 -19.769 11.981 0.42 0.58 -0.23
H 2.955 -16.623 13.735 0.46 0.81 -0.11
H 2.951 -18.014 14.239 -0.17 -0.88 0.74
C -8.951 -17.162 11.047 0.35 -1.19 -0.68
C -8.128 -15.926 11.438 -0.21 -2.29 -0.63
C -7.603 -15.171 10.201 0.01 -0.25 0.93
O -6.768 -16.004 9.433 -0.40 -0.07 0.15
C -5.896 -15.363 8.546 1.21 -0.25 0.28
N -8.995 -15.084 12.180 -1.02 1.66 0.05
H -8.366 -18.064 10.864 0.36 0.12 -0.31
H -9.539 -16.997 10.144 -0.02 0.20 -0.13
H -9.658 -17.514 11.798 0.01 0.47 0.41
H -7.339 -16.273 12.105 0.52 0.25 -0.30
H -7.149 -14.289 10.651 0.74 0.26 -0.40
H -8.406 -14.810 9.558 -0.49 0.01 0.10
H -5.105 -14.892 9.130 0.21 0.39 0.08
H -6.270 -14.617 7.845 -0.73 -0.02 0.11
H -5.390 -16.140 7.974 -0.25 -0.04 -0.11
H -9.504 -15.625 12.864 0.39 -0.18 0.52
H -9.733 -14.972 11.499 -0.65 0.94 -0.06
C -3.111 -12.009 7.243 -0.34 -0.58 0.04
C -3.374 -11.095 8.445 -0.17 -0.99 -0.78
C -4.603 -11.583 9.170 -1.04 0.89 -0.93
O -5.080 -10.718 10.171 1.13 0.88 -0.13
C -6.386 -10.984 10.608 0.75 -0.19 1.10
N -2.202 -11.195 9.253 1.08 -0.01 1.06
H -3.064 -13.066 7.505 -0.03 -0.13 0.55
H -2.119 -11.816 6.836 -0.26 0.37 -0.39
H -3.924 -11.973 6.519 0.28 0.43 -0.33
H -3.496 -10.096 8.028 -0.40 0.29 0.29
H -4.480 -12.606 9.527 0.01 -0.22 0.04
H -5.359 -11.521 8.387 -0.37 -0.78 -0.23
H -6.274 -11.808 11.312 -0.74 -0.56 -0.09
H -7.093 -11.188 9.803 -0.01 -0.01 -0.04
H -6.681 -10.140 11.231 -0.23 0.13 -0.35
H -1.488 -10.683 8.754 0.29 0.04 0.16
H -2.323 -10.747 10.150 -0.07 0.33 0.15
C 2.607 -19.935 6.921 -0.31 0.58 1.02
C 3.217 -18.788 6.117 -0.84 -1.47 -1.98
C 3.494 -19.396 4.723 -0.01 1.62 1.00
O 4.513 -20.357 4.856 -0.87 0.02 0.49
C 4.800 -20.816 3.596 0.94 -0.15 -1.77
N 2.213 -17.725 5.867 1.00 -0.75 0.88
H 3.226 -20.814 7.101 0.44 0.35 -0.24
H 1.680 -20.318 6.496 -0.10 0.34 -0.18
H 2.386 -19.497 7.894 -0.33 -0.30 0.38
H 4.165 -18.494 6.567 0.06 0.35 0.04
H 3.695 -18.604 4.002 1.16 0.39 -0.06
H 2.554 -19.700 4.265 -0.29 -1.21 0.43
H 5.424 -21.707 3.526 -0.22 -0.25 0.75
H 5.397 -20.063 3.082 -0.02 0.32 -0.42
H 3.891 -20.975 3.015 -0.10 -0.21 -0.13
H 2.646 -16.950 5.386 0.28 -0.12 -0.34
H 1.964 -17.311 6.755 -0.49 -0.13 0.23
O 1.029 -13.933 6.201 0.17 -0.01 0.31
H 1.141 -13.729 7.129 -0.36 0.05 0.52
H 1.225 -13.113 5.749 0.03 0.42 -0.26
O 3.836 -15.223 12.373 -0.08 -0.16 -0.14
H 3.861 -14.652 13.141 0.06 0.13 0.33
H 3.932 -14.629 11.629 0.07 0.13 -0.25
O -0.117 -13.251 8.895 0.33 -0.33 -0.28
H -0.864 -12.849 9.339 -0.90 0.51 -0.08
H -0.132 -14.165 9.179 0.15 -0.50 -0.08
O 3.168 -10.778 6.766 0.32 0.00 -0.81
H 3.886 -10.331 7.213 0.18 0.07 0.04
H 2.521 -10.939 7.452 -0.31 -0.06 0.58
O -0.234 -17.917 4.629 -1.21 -0.49 -0.47
H -0.310 -17.153 5.201 0.17 0.09 -0.05
H 0.651 -18.247 4.786 0.49 0.23 0.43
O 0.222 -15.043 3.923 -0.39 -0.08 -0.53
H 0.930 -14.531 3.533 0.23 0.00 -0.13
H 0.332 -14.925 4.867 -0.02 0.08 0.20
O -2.125 -16.184 11.784 0.32 -0.79 0.73
H -2.111 -15.227 11.776 -0.35 0.55 -0.45
H -2.902 -16.417 11.276 -0.28 0.20 -0.07
O -0.253 -8.732 10.473 -0.16 0.00 0.17
H -0.645 -8.491 11.312 -0.27 0.18 0.30
H -0.921 -8.514 9.824 -0.07 0.07 -0.56
O 1.485 -11.165 8.847 -0.04 0.76 -0.31
H 0.851 -11.875 8.952 -0.21 -0.99 -0.02
H 1.418 -10.661 9.658 0.50 0.28 0.75
O 3.254 -15.177 5.261 0.78 -0.06 -0.41
H 3.956 -14.591 5.545 0.28 0.13 -0.04
H 2.485 -14.884 5.749 -0.64 0.34 0.15
O -0.420 -9.500 7.498 -0.74 0.38 -0.07
H 0.209 -9.982 8.037 0.83 -0.44 0.16
H 0.115 -8.881 7.001 0.10 0.15 -0.22
O 1.946 -9.870 11.451 0.38 -0.27 0.08
H 1.895 -10.131 12.371 0.15 -0.21 0.23
H 1.193 -9.294 11.323 -0.13 0.27 -0.31
```
Positions in Å, forces in eV/Å.

- ΔE to the lowest compared entry with this formula, charge and spin (eV) = 3.607
- largest force on an atom (eV/A) = 3.9
- multiplicity = 1
- energy (eV) = -72139.3774
- frontier orbital gap (eV) = 8.6
- total charge = 0